No. 1
The following is a quantum chemistry calculation of C32H49N2PS4Sb2V as an isolated structure, from the OMol25 dataset.

The energy relative to the best compared isomer or geometry (same formula, charge and spin) comes out at 0.0000 eV. The HOMO energy (spin up / spin down) is -0.79 / -1.20 eV. The largest force on an atom is 0.5 eV Å⁻¹. Its expectation value of S² is 3.77. As for the LUMO energy (spin up / spin down): 3.80 / 3.80 eV.

```
! wB97M-V def2-TZVPD RIJCOSX def2/J DEFGRID3
* xyz -2 4
V 2.479 0.747 -0.437
C 1.900 -3.800 3.695
C 1.093 -3.582 2.584
C 0.937 -2.300 2.085
C 1.561 -1.211 2.695
C 2.374 -1.443 3.807
C 2.544 -2.727 4.300
P 1.325 0.437 1.915
C 0.050 1.202 2.973
C -0.669 0.544 3.964
C -1.643 1.216 4.690
C -1.909 2.551 4.428
C -1.198 3.214 3.432
C -0.229 2.547 2.706
C 2.795 1.417 2.342
C 3.099 1.905 3.615
C 4.251 2.657 3.778
C 5.049 2.922 2.662
C 4.702 2.455 1.405
C 3.549 1.683 1.186
H 2.036 -4.803 4.081
H 0.599 -4.414 2.096
H 0.338 -2.135 1.195
H 2.890 -0.611 4.271
H 3.186 -2.892 5.157
H -0.473 -0.501 4.176
H -2.194 0.690 5.461
H -2.670 3.076 4.993
H -1.404 4.254 3.212
H 0.317 3.058 1.918
H 2.436 1.725 4.458
H 4.514 3.059 4.750
H 5.937 3.536 2.780
H 5.305 2.745 0.550
N 1.941 -1.265 -1.846
C 3.162 -2.051 -1.914
C 3.719 -2.259 -0.510
N 3.919 -0.954 0.099
H 1.099 -1.819 -1.760
H 1.862 -0.623 -2.634
H 3.884 -1.476 -2.499
H 3.027 -3.023 -2.412
H 4.633 -2.869 -0.555
H 2.991 -2.802 0.103
H 4.678 -0.427 -0.334
H 4.092 -0.989 1.097
S 1.780 3.863 -4.498
Sb 2.733 3.350 -2.475
S 1.025 2.677 -0.954
S 3.809 1.203 -2.509
S 4.156 4.904 -1.588
C -3.832 -2.376 -2.863
C -2.345 -2.200 -2.583
C -1.920 -3.304 -1.608
C -1.555 -2.419 -3.876
Sb -1.591 -0.275 -1.715
C -2.145 1.140 -3.323
C -2.281 2.565 -2.785
C -0.942 1.099 -4.269
C -3.415 0.803 -4.098
C -3.015 0.142 -0.073
C -2.699 -0.847 1.048
C -2.664 1.538 0.449
C -4.501 0.082 -0.401
H -3.989 -3.297 -3.443
H -4.265 -1.554 -3.429
H -4.399 -2.482 -1.939
H -2.080 -4.288 -2.067
H -2.495 -3.278 -0.682
H -0.862 -3.236 -1.341
H -1.683 -3.456 -4.213
H -0.484 -2.246 -3.739
H -1.888 -1.768 -4.683
H -1.462 2.838 -2.119
H -3.241 2.712 -2.282
H -2.239 3.254 -3.634
H -0.011 1.353 -3.757
H -1.058 1.856 -5.050
H -0.827 0.127 -4.755
H -4.302 0.780 -3.459
H -3.350 -0.149 -4.627
H -3.576 1.580 -4.855
H -1.654 -0.770 1.360
H -2.898 -1.883 0.769
H -3.313 -0.614 1.927
H -1.586 1.690 0.534
H -3.097 1.671 1.448
H -3.052 2.328 -0.191
H -4.842 -0.937 -0.584
H -4.753 0.685 -1.275
H -5.078 0.475 0.446
*
```

These are the Mulliken partial charges, in e, on atoms 1 to 2: 0.329 -0.617

=====

No. 2
The following is a quantum chemistry calculation of a 2-piece molecular cluster, C4H13N2O overall, from the OMol25 dataset.

The energy relative to the best compared isomer or geometry (same formula, charge and spin) comes out at 0.7239 eV. The HOMO energy is -14.03 eV. The largest force on an atom is 0.7 eV Å⁻¹. As for the LUMO energy: -3.28 eV.

```
! wB97M-V def2-TZVPD RIJCOSX def2/J DEFGRID3
* xyz 1 1
C -1.870 -1.837 2.071
C -2.213 -0.627 1.236
N -0.974 0.209 1.016
H -2.721 -2.501 2.126
H -1.041 -2.400 1.641
H -1.593 -1.555 3.087
H -2.546 -0.930 0.248
H -2.959 0.003 1.704
H -0.374 0.209 1.840
H -1.210 1.177 0.788
H -0.431 -0.144 0.190
C 2.636 0.639 -0.567
C 1.310 0.723 -1.250
N 0.604 -0.497 -1.347
O 0.818 1.727 -1.686
H 3.371 0.187 -1.231
H 2.644 0.022 0.337
H 3.019 1.616 -0.299
H 0.082 -0.594 -2.207
H 1.125 -1.315 -1.064
*
```

These are the Mulliken partial charges, in e, on atoms 1 to 2: -1.167 -0.274

=====

No. 3
The following is a quantum chemistry calculation of a 2-piece molecular cluster, C3H10NS overall, from the OMol25 dataset.

The energy relative to the best compared isomer or geometry (same formula, charge and spin) comes out at 2.4869 eV. The HOMO energy is -14.29 eV. The largest force on an atom is 4.2 eV Å⁻¹. As for the LUMO energy: -5.64 eV.

```
! wB97M-V def2-TZVPD RIJCOSX def2/J DEFGRID3
* xyz 1 1
C -1.105 -1.093 -0.753
C -0.051 1.031 1.408
C 0.193 -0.518 -1.243
N 0.972 0.033 1.049
S 0.120 1.014 -1.958
H -2.045 -0.404 -0.815
H -1.439 -2.018 -1.260
H -1.132 -1.416 0.285
H -0.069 1.576 0.435
H -1.059 0.645 1.395
H 0.190 1.442 2.427
H 1.009 -1.142 -1.371
H 1.117 -0.688 1.819
H 1.842 0.396 0.845
H 1.458 1.142 -2.262
*
```

These are the Mulliken partial charges, in e, on atoms 1 to 2: -1.016 -0.623

=====

No. 4
The following is a quantum chemistry calculation of C45H33Cl4InN2O6P2 as an isolated structure, from the OMol25 dataset.

The energy relative to the best compared isomer or geometry (same formula, charge and spin) comes out at 24.9505 eV. The HOMO energy is -6.31 eV. The largest force on an atom is 4.5 eV Å⁻¹. As for the LUMO energy: -1.04 eV.

```
! wB97M-V def2-TZVPD RIJCOSX def2/J DEFGRID3
* xyz 0 1
In 1.937 -2.381 0.374
O -1.966 -1.601 1.877
C -0.757 -2.166 1.812
O -0.486 -3.005 0.983
C 0.195 -1.719 2.927
C -0.283 -0.118 4.358
C 1.029 0.212 5.096
C 2.631 -1.076 4.278
C 2.483 -2.156 3.289
N 1.394 -2.468 2.690
C 3.752 -2.741 2.678
O 4.670 -3.032 3.408
O 3.705 -2.840 1.389
H -2.479 -1.915 1.115
H -1.127 0.545 4.535
H 1.022 1.097 5.726
H 3.689 -0.876 4.424
Cl -0.585 -3.851 -5.861
C 0.461 -3.730 -4.475
C 1.353 -4.757 -4.266
Cl 1.447 -6.091 -5.347
C 2.114 -4.778 -3.074
Cl 3.293 -5.991 -2.793
C 1.870 -3.858 -2.077
O 2.495 -3.884 -0.924
C 0.955 -2.753 -2.307
O 0.793 -1.924 -1.312
C 0.496 -2.603 -3.614
Cl 0.182 -0.934 -4.494
C -0.891 2.516 -0.821
N -1.757 1.928 0.189
C -1.067 1.405 1.346
P 0.438 0.325 1.153
C 0.511 -0.181 2.987
C -0.583 -1.635 4.297
C -0.085 -2.499 5.406
C 1.051 -2.215 6.026
C 1.833 -1.010 5.633
C 1.808 0.149 3.767
C 1.794 1.541 0.961
C 1.909 2.711 1.707
C 2.957 3.594 1.483
C 3.904 3.317 0.507
C 3.809 2.148 -0.236
C 2.762 1.270 -0.005
C -3.001 2.530 0.480
C -3.993 1.784 1.126
C -5.224 2.344 1.415
C -5.504 3.657 1.054
C -4.531 4.397 0.405
C -3.287 3.846 0.124
P -0.058 0.953 -1.509
C -1.626 0.274 -2.196
C -2.238 0.808 -3.342
C -3.349 0.178 -3.935
C -3.848 -0.993 -3.404
C -3.224 -1.552 -2.285
C -2.134 -0.938 -1.700
C 1.038 1.451 -2.832
C 0.665 0.223 -3.201
C 0.981 -0.278 -5.916
C 1.592 0.924 -5.806
C 1.902 2.124 -4.987
C 1.608 2.442 -3.713
H -0.176 3.244 -0.407
H -1.493 3.007 -1.585
H -1.753 0.799 1.933
H -0.723 2.221 2.005
H -1.637 -1.829 4.121
H -0.662 -3.374 5.675
H 1.429 -2.852 6.816
H 2.516 -0.723 6.429
H 2.408 0.966 3.386
H 1.187 2.941 2.483
H 3.032 4.498 2.073
H 4.715 4.010 0.326
H 4.542 1.922 -0.999
H 2.682 0.368 -0.606
H -3.799 0.750 1.382
H -5.977 1.746 1.911
H -6.469 4.092 1.276
H -4.733 5.421 0.116
H -2.533 4.448 -0.365
H -1.852 1.723 -3.782
H -3.798 0.611 -4.819
H -4.691 -1.489 -3.865
H -3.588 -2.493 -1.889
H -1.598 -1.425 -0.894
H -1.164 -0.382 -4.198
H -0.667 -1.725 -5.434
H 2.020 1.094 -6.796
H 2.446 2.872 -5.553
H 1.889 3.419 -3.335
*
```

These are the Mulliken partial charges, in e, on atoms 1 to 2: 1.849 -0.491

=====

| no. | molar mass (g mol⁻¹) |
| --- | --- |
| 1 | 915.46 |
| 2 | 105.16 |
| 3 | 92.19 |
| 4 | 1016.35 |